[1]
# C42H42ClIN2O16S3

A 6-piece molecular cluster, C42H42ClIN2O16S3 overall at a distorted geometry (ωB97M-V with the def2-TZVPD basis set, OMol25).

Its gap between HOMO and LUMO is 7.035 eV. For the calculated total energy, the calculation gives -4891.21640 Eh.

Structure (ORCA input):
```
! RIJCOSX wB97M-V def2-TZVPD def2/J DEFGRID3
* xyz 0 1
C 3.55950 -3.28547 6.62188
N 3.33341 -3.56915 5.20118
C 1.93648 -3.46695 4.77899
C 1.87149 -2.85717 3.38673
C 2.16902 -1.32593 3.40965
N 1.67937 -0.55372 4.52853
C 1.73548 -0.56155 2.14891
C 2.80983 0.46380 1.73448
C 2.87720 1.66580 2.62810
O 3.51057 1.74569 3.65080
I 1.76158 3.44100 1.99371
O 1.58047 -1.38686 0.98773
S 0.24127 -2.26797 1.13629
O -0.89859 -1.45049 1.42473
O 0.12854 -3.01295 -0.05927
C 0.63541 -3.36444 2.56393
S 1.17469 -4.95899 1.81455
C -0.62558 -3.74257 3.33697
C -1.18512 -2.69263 4.30104
C -2.42697 -1.93587 3.78236
C -2.21253 -0.43115 3.61907
S -2.51796 0.43094 5.12571
O -1.59172 0.00278 6.11271
O -3.90329 0.36536 5.41812
Cl -2.09523 2.38383 4.66275
H 2.64543 -3.43821 7.17610
H 3.92230 -2.26599 6.75878
H 4.30353 -3.95942 7.03492
H 3.93427 -3.01775 4.61176
H 1.55345 -4.48067 4.69753
H 1.31170 -2.93450 5.49271
H 2.72361 -3.29001 2.88315
H 3.25262 -1.25534 3.43791
H 0.72079 -0.25680 4.45775
H 1.90970 -0.92270 5.43471
H 0.85086 0.03041 2.37237
H 2.54467 0.75704 0.72807
H 3.78475 -0.00902 1.68731
H 2.39207 -4.65481 1.35726
H -0.39916 -4.63751 3.89820
H -1.39494 -4.03456 2.62771
H -1.53743 -3.23436 5.17152
H -0.44550 -1.99903 4.67597
H -3.22109 -2.06462 4.51279
H -2.80937 -2.36443 2.86900
H -1.20246 -0.25356 3.27607
H -2.85234 -0.06693 2.82683
O -2.09896 1.91222 -3.74379
C -1.01047 1.76534 -3.22497
C -0.65203 2.46633 -1.97134
C 0.53991 2.30622 -1.40333
C 1.55845 1.41649 -2.01013
O 2.65206 1.26675 -1.50134
C 1.20259 0.71292 -3.26710
C 0.00967 0.87350 -3.83037
H -1.41089 3.11223 -1.54864
H 0.81267 2.81895 -0.48026
H 1.96283 0.06915 -3.69105
H -0.27290 0.36995 -4.74648
O 4.43175 -4.53571 1.77476
C 5.42163 -4.95867 1.20885
C 6.54926 -4.06253 0.86165
C 7.63037 -4.52557 0.24112
C 7.75249 -5.95962 -0.12739
O 8.73707 -6.38136 -0.69025
C 6.62007 -6.85475 0.22261
C 5.53973 -6.38941 0.84314
H 6.44049 -3.02176 1.13925
H 8.46523 -3.88933 -0.02308
H 6.72696 -7.89558 -0.05426
H 4.70363 -7.02413 1.10858
O -4.53778 -0.17207 -6.96369
C -5.14582 -0.20519 -5.91395
C -6.55269 -0.67025 -5.85399
C -7.22012 -0.70207 -4.70452
C -6.58508 -0.27562 -3.43252
O -7.19417 -0.30478 -2.38415
C -5.17756 0.18969 -3.49336
C -4.50869 0.22275 -4.64279
H -6.99954 -0.97463 -6.79194
H -8.24814 -1.03275 -4.64055
H -4.73148 0.49850 -2.55609
H -3.48526 0.55968 -4.70511
O 5.79596 8.06636 -1.14139
C 4.78846 7.40348 -1.24975
C 4.70946 6.27153 -2.20755
C 3.60187 5.54536 -2.32723
C 2.39947 5.83455 -1.50848
O 1.39023 5.17032 -1.61715
C 2.47708 6.96451 -0.55076
C 3.58413 7.69150 -0.43016
H 5.59759 6.07658 -2.79477
H 3.52351 4.71616 -3.01904
H 1.58871 7.15821 0.03701
H 3.66221 8.51948 0.26266
O -8.74073 1.78696 -5.54368
C -8.19600 2.82306 -5.85905
C -7.41092 3.60692 -4.87370
C -6.81140 4.74334 -5.21716
C -6.90102 5.27461 -6.60061
O -6.35383 6.30886 -6.91388
C -7.68649 4.48904 -7.58596
C -8.28561 3.35253 -7.24212
H -7.35699 3.20158 -3.87075
H -6.23445 5.33051 -4.51431
H -7.73987 4.89297 -8.58877
H -8.86149 2.76406 -7.94498
*
```


[2]
# C6H13N4O2

A 2-piece molecular cluster, C6H13N4O2 overall at a distorted geometry (ωB97M-V with the def2-TZVPD basis set, OMol25).

As for the energy above the lowest of the compared OMol25 structures with the same formula, charge and spin: 4.162 eV. Its gap between HOMO and LUMO (alpha / beta) is 9.244 / 9.244 eV. For the calculated total energy, the calculation gives -605.58115 Eh.

Structure (ORCA input):
```
! RIJCOSX wB97M-V def2-TZVPD def2/J DEFGRID3
* xyz 1 1
C -0.81102 -1.46277 -0.55310
C -1.79751 0.85185 -0.25480
C 2.31675 -1.71187 0.28158
C 2.35931 0.48140 1.52856
C 1.50277 -0.52848 0.78700
C -0.01735 -0.37870 -1.05477
N -1.46935 -2.32484 -0.18841
N -1.32946 1.80219 0.50845
N -0.02065 -0.16174 -2.37545
N -3.06854 0.65572 -0.42512
O -4.03524 1.37957 0.30894
O 0.95097 0.17499 -0.36933
H 2.75043 -2.24320 1.12271
H 1.69321 -2.40822 -0.27579
H 3.12133 -1.36412 -0.36301
H 2.86180 -0.01031 2.35506
H 1.75869 1.29419 1.92744
H 3.11068 0.89285 0.85990
H 0.67034 -0.87441 1.41236
H -0.33380 1.94980 0.57875
H -1.93361 2.40854 1.05390
H 0.57795 0.55767 -2.75079
H -0.74441 -0.54122 -2.96421
H -3.43028 -0.19251 -0.84272
H -4.68301 1.75363 -0.30715
*
```


[3]
# C50H52N3NaOP2Te

C50H52N3NaOP2Te as an isolated structure (ωB97M-V with the def2-TZVPD basis set, OMol25).

As for the energy above the lowest of the compared OMol25 structures with the same formula, charge and spin: 0.702 eV. Its gap between HOMO and LUMO is 5.910 eV. For the calculated total energy, the calculation gives -3289.06722 Eh.

Structure (ORCA input):
```
! RIJCOSX wB97M-V def2-TZVPD def2/J DEFGRID3
* xyz 0 1
Na -0.28467 -0.19979 0.16525
O 3.47759 -0.21622 -0.40554
C 4.20431 0.94351 -0.30453
C 5.51759 1.11179 -0.71221
C 6.14213 2.33704 -0.52907
C 5.45096 3.40022 0.03636
C 4.11684 3.25938 0.35598
C 3.47202 2.03561 0.19674
P 1.66980 1.77825 0.28828
C 1.36382 1.52299 2.06422
C 0.08530 1.82478 2.53681
C -0.29695 1.45111 3.80898
C 0.58768 0.75507 4.61843
C 1.85406 0.43902 4.15160
C 2.24188 0.81285 2.87783
C 1.15767 3.50472 0.01041
C 1.17739 4.53709 0.95121
C 0.91229 5.83659 0.55599
C 0.62422 6.12440 -0.77036
C 0.57192 5.09786 -1.70356
C 0.83784 3.80191 -1.31270
C 4.03657 -1.46220 -0.34393
C 5.28200 -1.75449 0.19315
C 5.73736 -3.06215 0.21082
C 4.94248 -4.08680 -0.27645
C 3.67364 -3.80631 -0.74478
C 3.20479 -2.49865 -0.80850
P 1.46567 -2.03461 -1.16922
C 0.69973 -3.69090 -1.10646
C -0.07234 -3.98227 0.01447
C -0.62382 -5.23794 0.18951
C -0.41334 -6.22482 -0.75994
C 0.35252 -5.94578 -1.88136
C 0.90986 -4.69253 -2.05578
C 1.49303 -1.66504 -2.96156
C 0.49648 -2.15493 -3.80524
C 0.43995 -1.76347 -5.13162
C 1.34284 -0.83658 -5.62621
C 2.31429 -0.31669 -4.78612
C 2.39447 -0.73142 -3.46935
H 6.05242 0.30537 -1.19215
H 7.16821 2.46379 -0.83857
H 5.94249 4.34798 0.20301
H 3.56763 4.10649 0.73683
H -0.59845 2.38020 1.90376
H -1.28675 1.69567 4.16787
H 0.29003 0.46326 5.61376
H 2.54301 -0.10201 4.78337
H 3.22802 0.55301 2.51298
H 1.40530 4.33303 1.98979
H 0.95508 6.63517 1.28548
H 0.43701 7.14287 -1.07869
H 0.33910 5.31144 -2.73657
H 0.80205 2.99088 -2.03221
H 5.88988 -0.97491 0.62797
H 6.70887 -3.28358 0.62453
H 5.29679 -5.10638 -0.26890
H 3.03785 -4.61834 -1.05934
H -0.23827 -3.20845 0.75642
H -1.21538 -5.44768 1.06858
H -0.84541 -7.20630 -0.63020
H 0.52444 -6.71519 -2.61959
H 1.51005 -4.49010 -2.93251
H -0.23890 -2.85139 -3.42460
H -0.31378 -2.17982 -5.78593
H 1.28606 -0.51810 -6.65752
H 3.01251 0.41797 -5.16147
H 3.15619 -0.31584 -2.82684
C -1.96784 1.59740 -4.87769
N -2.69445 0.89232 -3.83828
C -2.92999 -0.49931 -4.15958
C -2.21161 1.13952 -2.52955
N -1.47969 0.33294 -1.85402
N -2.57760 2.34059 -2.02912
C -2.22355 2.68486 -0.67696
C -3.71769 3.06357 -2.53797
H -0.98514 1.14138 -5.07134
H -1.81536 2.63141 -4.57666
H -2.55493 1.57117 -5.79829
H -3.54428 -0.53322 -5.06077
H -3.48053 -0.96129 -3.34050
H -2.00979 -1.07196 -4.34140
H -1.22112 -0.46824 -2.41936
H -1.30076 2.17729 -0.41926
H -3.00256 2.36914 0.02447
H -2.07197 3.76194 -0.60015
H -4.02369 2.64875 -3.49394
H -3.46041 4.11940 -2.65869
H -4.55075 2.98817 -1.83264
C -5.26812 -1.37724 7.10539
C -4.64625 -1.19197 5.75114
C -4.70663 0.02073 5.08550
C -4.21959 0.16164 3.79629
C -4.35209 1.48756 3.11444
C -3.64091 -0.92173 3.13676
Te -3.14166 -0.76461 1.09680
C -3.53355 -2.13278 3.82191
C -2.88426 -3.31176 3.16647
C -4.03065 -2.25716 5.10778
H -5.62402 -0.42860 7.50353
H -4.55766 -1.80771 7.81270
H -6.12072 -2.05640 7.03245
H -5.16357 0.87138 5.57780
H -4.63056 2.26450 3.82251
H -5.12017 1.43911 2.34139
H -3.41475 1.77196 2.63359
H -1.81564 -3.12152 3.02453
H -3.32435 -3.48726 2.18231
H -3.00116 -4.21455 3.76597
H -3.95590 -3.20907 5.62157
*
```


[4]
# C18H52BCl2F4O16

A 10-piece molecular cluster, C18H52BCl2F4O16 overall at a distorted geometry (ωB97M-V with the def2-TZVPD basis set, OMol25).

Its gap between HOMO and LUMO is 9.333 eV. For the calculated total energy, the calculation gives -3265.78350 Eh.

Structure (ORCA input):
```
! RIJCOSX wB97M-V def2-TZVPD def2/J DEFGRID3
* xyz -1 1
B 0.82181 -0.18093 0.12576
F -0.12073 0.60399 -0.52599
F 1.89238 -0.32415 -0.80696
F 1.21420 0.41377 1.33277
F 0.30866 -1.44124 0.41254
C -1.80803 5.57798 -1.26268
C -0.91178 4.37692 -0.94957
O -1.60202 3.40306 -0.20346
O -2.14074 6.37725 -0.10138
H -2.71800 5.11513 -1.65252
H -1.48017 6.27528 -2.03437
H -0.00611 4.76733 -0.47109
H -0.66383 3.91618 -1.91369
H -0.91411 2.92374 0.27817
H -1.27556 6.74070 0.12214
C -2.98587 -1.84417 0.79353
C -3.21485 -0.41863 1.30564
O -3.62601 0.41238 0.22147
O -2.29198 -2.67368 1.72412
H -2.57549 -2.00922 -0.20545
H -3.96245 -2.33843 0.77973
H -2.29287 0.04691 1.67842
H -3.94932 -0.42670 2.11609
H -3.86998 1.25077 0.62897
H -1.54013 -2.21277 2.11673
C 2.62149 2.81666 -1.10306
C 3.96596 2.33917 -0.54282
O 4.78899 1.99717 -1.63513
O 2.87863 3.97172 -1.90445
H 1.95933 3.01156 -0.25489
H 2.18638 2.04962 -1.74297
H 3.72279 1.44103 0.03739
H 4.43826 3.08021 0.10800
H 5.64906 1.69427 -1.33718
H 2.24217 4.66656 -1.72392
C 0.43734 -1.93474 5.21508
C 0.75233 -1.77821 3.74176
O -0.23174 -0.99077 3.11483
O -0.63646 -2.92035 5.33672
H 0.09469 -1.02287 5.70206
H 1.28747 -2.36782 5.73723
H 0.89828 -2.76927 3.29740
H 1.71960 -1.25655 3.66464
H 0.12171 -0.83714 2.22288
H -1.39983 -2.49769 4.92545
C 1.28967 3.40516 2.67529
C 1.02367 4.07550 3.99685
O 0.09581 5.14567 3.88311
O 0.08060 2.83493 2.15900
H 1.92856 2.54117 2.88818
H 1.81859 4.04297 1.96591
H 1.95215 4.53247 4.35051
H 0.73620 3.38155 4.79169
H -0.76613 4.75050 3.70783
H 0.28754 1.96299 1.80393
C -4.59269 0.04458 -3.08044
C -3.29478 0.77357 -2.92742
O -2.28503 -0.01870 -2.24743
O -4.54033 -1.03698 -4.02080
H -5.25839 0.83069 -3.44752
H -4.94870 -0.36847 -2.13739
H -3.45722 1.57633 -2.20051
H -2.87533 1.19703 -3.83706
H -2.37522 0.16211 -1.30553
H -3.67482 -1.45802 -3.93914
C 1.37727 -1.79989 -3.88288
C 0.08277 -2.41363 -3.33227
O -1.04263 -1.79275 -3.91198
O 1.44016 -0.41310 -3.54264
H 1.37870 -2.09226 -4.93445
H 2.25438 -2.28528 -3.44162
H 0.08173 -2.24955 -2.25037
H 0.14884 -3.47798 -3.58253
H -1.50260 -1.25277 -3.24635
H 1.47160 -0.40708 -2.57405
C 3.27557 -3.42875 0.55773
C 4.45603 -2.58168 0.12036
O 4.23531 -1.17293 0.09193
O 2.18708 -3.38884 -0.36564
H 2.77225 -3.07982 1.46517
H 3.66114 -4.44644 0.62525
H 4.67979 -2.86106 -0.91601
H 5.30267 -2.79853 0.77212
H 3.37363 -0.92717 -0.31760
H 1.77677 -2.52440 -0.36253
Cl -0.58510 -5.88700 0.95137
C -0.64386 -4.79506 -0.45883
C -1.92472 -4.96732 -1.22361
Cl -2.09848 -6.56110 -2.02379
H 0.26007 -4.77614 -1.06627
H -0.58111 -3.81050 0.00693
H -2.03656 -4.34502 -2.10766
H -2.72833 -4.86304 -0.49683
*
```


[5]
# C3H9N3O

One molecule with the formula C3H9N3O at a distorted geometry (ωB97M-V with the def2-TZVPD basis set, OMol25).

As for the energy above the lowest of the compared OMol25 structures with the same formula, charge and spin: 4.034 eV. Its gap between HOMO and LUMO is 10.131 eV. For the calculated total energy, the calculation gives -359.09619 Eh.

Structure (ORCA input):
```
! RIJCOSX wB97M-V def2-TZVPD def2/J DEFGRID3
* xyz 0 1
H -1.09200 -0.38404 1.95994
N -1.24531 -0.23746 0.83076
C 0.08722 -0.32878 0.67983
N 1.18652 -0.72367 1.53732
N 1.20367 -0.63638 2.94377
O 0.53703 0.04591 -0.57119
C -0.21106 -0.16798 -1.75749
C -0.71442 1.14216 -2.15591
H 2.23665 -0.66922 1.05949
H 0.51478 -1.28908 3.23706
H 0.90938 0.30414 3.16566
H -1.03118 -0.90366 -1.46227
H 0.48596 -0.51391 -2.55314
H 0.04594 1.99343 -2.57985
H -1.39225 1.34638 -1.37018
H -1.52093 1.02216 -2.96380
*
```


| no. | molecular weight (g mol⁻¹) |
| --- | --- |
| 1 | 1089.4 |
| 2 | 173.2 |
| 3 | 923.5 |
| 4 | 682.3 |
| 5 | 103.1 |